The following is a DFT calculation (ωB97M-V/def2-TZVPD) of 3 unconnected molecules or ions with the total composition C25H35N2.

The HOMO energy is -10.745 eV. The HOMO-LUMO gap is 6.06 eV. The relative energy (zero: lowest compared OMol25 entry of this formula, charge and spin) is 136.26 kcal per mole. As for the total charge: +1.

The geometry in XYZ format:
```
62
Properties=species:S:1:pos:R:3:forces:R:3
N -2.040503 -0.423344 3.021051 2.97 1.40 -1.57
N -2.911932 -1.339485 3.393325 0.90 -3.15 -1.19
C 1.319416 -4.761906 1.093308 0.90 -0.07 0.61
C 1.851887 -3.262195 1.335470 0.47 0.15 -0.57
C 2.388297 3.591890 -1.293137 -0.06 -0.05 0.03
C -0.422700 -1.884285 1.724966 -3.10 0.55 2.37
C 6.094455 7.266536 -3.995900 -0.10 -0.03 0.01
C 5.373984 6.306766 -4.700613 -0.02 0.04 0.08
C 0.500199 2.191165 -0.765072 0.05 0.05 0.10
C 5.516065 7.908131 -2.905310 -0.02 -0.05 -0.02
C -5.064757 -2.876664 0.724161 1.22 -0.21 -0.15
C 1.914697 4.560832 -0.413532 -0.06 -0.07 -0.01
C -1.421644 -2.978263 2.147924 0.25 2.63 0.42
C 1.679234 2.407852 -1.471356 0.01 0.03 0.07
C 4.221322 7.583852 -2.512824 0.03 -0.07 -0.06
C -3.981982 -4.869443 2.190136 -1.10 -0.26 0.61
C 0.730948 4.348493 0.285940 0.03 -0.05 -0.01
C -2.673466 -2.661856 2.989441 1.51 1.10 -1.23
C -5.093083 -4.427931 1.124075 0.42 0.04 -1.36
C 0.868780 -2.107389 0.822820 -0.59 0.67 -0.16
C 4.077876 5.985094 -4.310439 0.04 0.01 0.05
C -4.754347 -5.247813 -0.246318 -0.02 0.84 0.09
C 0.331170 -2.364851 -0.697102 -0.82 -0.47 0.79
C -0.844993 -0.465693 2.258933 -0.79 -4.23 -0.43
C 0.024590 3.162242 0.112108 0.13 -0.07 -0.01
C 3.502756 6.620208 -3.214139 0.09 0.03 0.00
C -3.726437 -3.822977 3.376392 1.52 0.00 0.40
H -5.224554 -6.282733 -0.272472 0.55 1.42 -0.08
H -3.199110 -4.414411 4.218393 -0.74 0.98 -1.19
H 6.075266 8.661222 -2.360161 -0.05 -0.07 -0.05
H 1.235777 -5.269542 2.114738 -0.23 0.55 -1.53
H 2.815637 -3.159613 0.709619 -1.54 0.09 0.93
H -4.674576 -3.398675 3.848635 1.33 -0.36 -0.94
H 0.359521 5.106342 0.967013 0.03 -0.05 -0.06
H 2.188422 -3.073229 2.421606 -0.78 -0.35 -1.63
H -4.381818 -5.828893 2.694412 0.72 1.46 -0.73
H -3.616978 -5.359034 -0.378678 -1.65 0.13 0.31
H -3.971383 -2.626822 0.435054 -1.57 -0.25 0.38
H -5.673926 -2.675451 -0.230303 0.65 -0.29 1.74
H -2.273019 0.535376 3.355095 -0.04 -1.08 -0.20
H 2.468974 5.483051 -0.274048 -0.04 -0.09 -0.03
H 3.310088 3.759445 -1.839920 -0.08 0.02 0.04
H 5.823154 5.810026 -5.553912 -0.04 0.04 0.07
H 3.771778 8.082072 -1.660225 0.03 -0.01 -0.07
H -5.343571 -2.180540 1.581555 0.13 -0.89 -1.18
H 0.320141 -1.402925 -1.302363 0.27 -1.37 0.70
H -0.049971 1.264377 -0.898975 -0.01 0.07 -0.06
H -3.012816 -5.192653 1.668409 -1.38 0.73 0.77
H 1.435020 -1.100907 0.821336 -0.82 -1.59 0.14
H 2.135684 -5.336114 0.526565 -1.39 0.77 0.76
H -0.229789 0.474753 2.013256 -1.37 -1.42 0.69
H 0.905758 -3.223271 -1.175813 -0.55 1.46 0.44
H 2.494021 6.365322 -2.906833 0.05 0.03 -0.05
H -6.162430 -4.664292 1.471002 1.71 0.12 -0.33
H 3.515537 5.237872 -4.861071 0.04 0.07 0.04
H 0.349278 -4.832285 0.502903 1.28 0.12 0.83
H 7.106183 7.514848 -4.297576 -0.09 -0.01 0.02
H -5.092594 -4.576702 -1.120508 0.26 -1.48 1.18
H -1.247452 -4.063717 1.837352 -0.20 1.86 0.50
H -0.897341 2.994482 0.660308 0.00 0.06 -0.07
H -0.764946 -2.720537 -0.628832 1.66 0.51 -0.24
H 2.046205 1.654194 -2.159868 -0.02 0.06 0.04
```
Positions in Å, forces in eV/Å.

The following is a DFT calculation (ωB97M-V/def2-TZVPD) of a single C3H6N2S molecule.

The HOMO energy is -8.253 eV. The HOMO-LUMO gap is 9.02 eV. The relative energy (zero: lowest compared OMol25 entry of this formula, charge and spin) is 89.53 kcal per mole. The SMILES is C=CS/C=N\N. As for the total charge: 0.

The geometry in XYZ format:
```
12
Properties=species:S:1:pos:R:3:forces:R:3
S -0.837318 0.256891 -0.710926 -3.93 0.84 0.27
N -0.700284 0.746387 1.959198 0.03 -0.41 1.60
N -0.438778 -0.649284 2.013648 -0.71 1.54 -3.52
C 0.743489 -0.097054 -0.965492 5.69 -0.40 -0.45
C -0.933858 1.253270 0.857767 -0.14 1.08 -4.02
C 1.198485 -0.552112 -2.187319 -0.68 -0.12 -1.06
H -0.709357 -0.880608 2.901767 -0.63 -0.96 2.75
H -1.267874 2.296401 0.476750 0.77 -1.53 1.97
H 0.376543 -0.558183 -3.061762 1.96 -0.26 2.05
H 2.269511 -0.954905 -2.546935 -2.59 1.30 1.46
H 1.432720 0.198389 -0.060798 -1.06 -1.14 -1.93
H -1.133277 -1.059191 1.324102 1.31 0.06 0.87
```
Positions in Å, forces in eV/Å.